[1]
{"formula": "C11H18BF2NO8S2Ta", "method": "ωB97M-V/def2-TZVPD", "de_lowest_kcal_mol": 0.0, "multiplicity": 2, "homo_lumo_gap_ev": [6.5, 7.1], "e_lumo_ev": [0.0, 0.0], "species": ["Ta", "C", "O", "C", "C", "O", "C", "C", "O", "C", "H", "H", "H", "H", "H", "H", "H", "H", "H", "H", "H", "H", "H", "H", "O", "N", "C", "C", "C", "C", "C", "S", "H", "H", "H", "H", "O", "S", "O", "O", "O", "F", "B", "F"], "xyz": [[0.37420, -1.47256, 0.24739], [-1.30392, 1.09612, -2.49298], [-0.03157, 1.64126, -2.19242], [1.00439, 1.13618, -3.00067], [1.31605, -0.32454, -2.74681], [1.65123, -0.59673, -1.36569], [2.90044, -0.08910, -0.86736], [2.55838, 0.95984, 0.16683], [1.72152, 0.31902, 1.13423], [1.26405, 1.22984, 2.12845], [-1.39534, 0.98741, -3.58398], [-2.21368, 2.79475, -2.40125], [-1.43746, 0.13087, -2.00595], [1.87311, 1.77091, -2.81670], [0.74867, 1.22852, -4.06537], [2.17040, -0.63398, -3.35496], [0.48713, -0.99651, -2.97702], [3.49481, 0.31830, -1.68491], [3.42266, -0.92715, -0.41294], [2.01025, 1.79092, -0.28612], [3.46085, 1.33572, 0.65877], [2.12492, 1.69966, 2.60752], [0.70698, 0.65054, 2.85898], [0.62188, 1.98875, 1.67378], [-0.94746, 0.18029, 0.38652], [-1.97193, 0.17153, 1.25479], [-2.97604, 1.03714, 1.00691], [-4.03811, 1.11946, 1.86489], [-4.05767, 0.29785, 2.99556], [-3.02136, -0.57408, 3.22359], [-1.94610, -0.65669, 2.32976], [-0.59553, -1.70939, 2.52153], [-2.83759, 1.63092, 0.11390], [-4.83584, 1.81445, 1.65237], [-4.88530, 0.34686, 3.68967], [-3.00709, -1.22411, 4.08586], [-0.66223, -2.54079, -2.73308], [-1.21132, -2.43290, -1.34458], [-0.27464, -3.25719, -0.27802], [2.10487, -2.45826, 0.65964], [-2.27871, 1.93912, -1.96414], [4.07595, -3.66378, 1.02409], [2.97420, -3.03795, 1.47264], [2.86194, -3.02051, 2.81728]], "forces_ev_per_angstrom": [[-0.4, -0.5, -0.1], [0.0, -0.1, 0.1], [0.0, 0.1, 0.0], [0.0, -0.1, 0.0], [0.2, 0.0, 0.0], [-0.1, -0.1, 0.1], [-0.2, 0.2, 0.0], [0.1, -0.1, 0.0], [0.2, -0.1, -0.2], [-0.1, 0.1, 0.1], [0.0, 0.0, 0.0], [0.0, 0.0, 0.0], [0.0, 0.0, -0.1], [0.0, 0.0, 0.0], [0.0, 0.0, 0.0], [0.0, 0.0, 0.0], [0.0, 0.0, 0.0], [-0.1, 0.1, 0.0], [0.0, 0.0, 0.0], [0.0, 0.0, 0.0], [0.0, 0.0, 0.0], [0.0, 0.0, 0.0], [0.0, 0.0, 0.0], [0.0, 0.0, 0.0], [0.0, 0.1, 0.3], [0.1, 0.0, 0.0], [0.0, 0.1, 0.1], [0.0, 0.0, 0.0], [0.0, 0.0, 0.0], [0.0, 0.0, 0.0], [0.1, 0.1, -0.2], [-0.1, 0.0, 0.0], [0.0, -0.1, 0.0], [0.0, 0.0, 0.0], [0.0, 0.0, 0.0], [0.0, 0.0, 0.0], [0.1, 0.0, -0.3], [-0.2, -0.1, 0.2], [0.3, 0.1, 0.0], [0.6, -0.2, 0.4], [0.0, 0.1, -0.1], [0.0, 0.0, -0.1], [-0.4, 0.2, -0.1], [0.0, 0.0, -0.1]], "mulliken_charge": [1.8092, -0.1523, -0.3083, -0.7592, -0.3959, -0.3373, -0.7086, -0.4380, -0.0261, -0.8493, 0.4885, 0.2691, -0.0134, 0.4008, 0.4522, 0.3870, 0.2634, 0.4926, 0.2529, 0.3259, 0.4756, 0.3666, 0.2361, 0.2755, -0.0415, 0.1388, -0.2358, -0.8107, -0.1832, -0.7733, 0.4839, -0.5182, 0.5060, 0.4400, 0.3907, 0.4479, -0.7052, 0.1915, -0.4691, -0.6967, -0.5057, -0.2836, 0.4403, -0.3234]}

=====

[2]
{"formula": "C11H18CdN3O6P", "method": "ωB97M-V/def2-TZVPD", "charge": 2, "homo_lumo_gap_ev": 6.6, "e_lumo_ev": -8.4, "species": ["O", "C", "Cd", "O", "C", "C", "O", "C", "O", "C", "O", "C", "N", "C", "P", "O", "N", "C", "C", "N", "C", "C", "H", "H", "H", "H", "H", "H", "H", "H", "H", "H", "H", "H", "H", "H", "H", "H", "H", "H"], "xyz": [[-0.22430, 3.33368, -4.33549], [-0.22430, 2.26598, -3.95149], [-0.22430, -0.45762, -2.97199], [-0.22460, -1.57592, -5.82149], [-0.22430, -1.11752, -4.76479], [-0.22420, -2.18442, -2.35079], [-0.22410, -3.27412, -1.95879], [-2.13460, -0.47112, -2.96699], [-3.28410, -0.54052, -2.94169], [1.68611, -0.47132, -2.96669], [2.83550, -0.54082, -2.94159], [2.56380, 0.63819, 1.74781], [1.99470, 0.23769, 0.44941], [2.43670, -1.15142, 0.19811], [0.16330, 0.26008, 0.43531], [-0.22460, 0.23588, -1.08929], [-0.50609, -1.21832, 1.26891], [-1.86690, -1.59111, 0.88791], [-0.33940, -1.16012, 2.74051], [-0.66740, 1.85148, 0.78831], [-2.10430, 1.65458, 0.97071], [-0.08180, 2.67558, 1.83201], [3.67330, 0.54738, 1.72421], [2.19220, 0.01168, 2.58101], [2.36540, 1.68998, 1.97101], [2.17010, -1.82882, 1.04051], [1.96201, -1.57562, -0.70059], [3.53950, -1.18892, 0.05071], [-1.98050, -1.55511, -0.20939], [-2.04569, -2.64402, 1.20221], [-2.63280, -0.96672, 1.38421], [0.67280, -1.51562, 3.01811], [-0.49760, -0.13752, 3.14071], [-1.04329, -1.84382, 3.26571], [-2.30070, 1.15818, 1.94181], [-2.63230, 2.62988, 0.95561], [-2.52620, 1.05528, 0.13241], [0.02280, 2.10818, 2.77431], [0.87950, 3.08588, 1.46831], [-0.71950, 3.57079, 2.00121]], "forces_ev_per_angstrom": [[0.0, -2.1, 0.8], [0.0, 2.3, -0.9], [0.0, 8.4, 0.4], [0.0, 1.7, 4.2], [0.0, -3.9, -12.4], [0.0, -14.8, 5.6], [0.0, 4.8, -1.6], [-12.5, 1.1, 0.4], [4.6, 0.0, -0.1], [12.6, 1.1, 0.3], [-4.5, 0.1, -0.2], [0.7, 0.4, 0.8], [-2.8, -0.3, 0.7], [0.0, -0.8, 0.1], [-1.0, 0.8, -1.6], [0.5, 0.0, 5.0], [1.1, 2.4, -1.1], [-0.6, -0.6, 0.0], [0.5, -0.1, 0.7], [1.8, -2.3, -0.2], [-0.6, -0.4, -0.1], [0.4, 0.9, 0.4], [-0.8, -0.1, -0.2], [0.3, 0.3, -0.3], [-0.1, -0.3, -0.1], [0.3, 0.4, -0.5], [0.1, 0.2, 0.3], [-0.8, 0.3, 0.1], [-0.1, 0.1, 0.5], [0.2, 0.6, -0.2], [0.2, -0.3, -0.4], [-0.5, 0.3, -0.1], [0.0, -0.6, -0.1], [0.3, 0.5, -0.6], [-0.3, 0.2, -0.4], [0.5, -0.4, 0.0], [0.3, 0.3, 0.6], [0.1, 0.6, -0.1], [-0.4, -0.4, 0.4], [0.2, -0.7, -0.1]], "mulliken_charge": [-0.0985, 0.1439, 1.3604, -0.1172, 0.0914, 0.1614, -0.1431, 0.1326, -0.1296, 0.1593, -0.1258, -0.7502, -0.0403, -0.8183, 0.2662, -0.1199, 0.1380, -0.7479, -0.9043, 0.0654, -0.8481, -0.9070, 0.3575, 0.2547, 0.2477, 0.2987, 0.1125, 0.3458, 0.0300, 0.3594, 0.3811, 0.2470, 0.2786, 0.4218, 0.2893, 0.4341, 0.1661, 0.3627, 0.2952, 0.3494]}

=====

[3]
{"formula": "C11H18ClF6NO8S2Sr", "method": "ωB97M-V/def2-TZVPD", "de_lowest_kcal_mol": 122.8, "homo_lumo_gap_ev": 6.6, "e_lumo_ev": 0.3, "species": ["Sr", "C", "C", "O", "C", "C", "O", "C", "C", "O", "C", "C", "O", "H", "H", "H", "H", "H", "H", "H", "H", "H", "H", "H", "H", "H", "H", "H", "H", "F", "C", "F", "F", "S", "O", "O", "N", "S", "O", "O", "C", "F", "F", "F", "Cl", "C", "H", "H"], "xyz": [[-0.07074, -1.18915, 0.53982], [-0.90820, 2.49877, 1.86226], [0.62596, 2.42646, 1.87144], [1.19696, 1.92827, 0.67952], [1.04310, 2.76933, -0.45323], [1.57020, 2.01315, -1.67997], [0.92666, 0.77928, -1.91664], [-0.09539, 0.75397, -2.88556], [-1.38610, 1.46788, -2.44005], [-1.53836, 1.20585, -1.07157], [-2.70960, 1.69858, -0.47712], [-2.71320, 1.23454, 0.99289], [-1.43249, 1.22601, 1.56379], [-1.24523, 3.23921, 1.12785], [-1.25311, 2.81555, 2.85786], [0.94145, 1.69686, 2.62561], [1.01952, 3.43336, 2.10026], [1.64767, 3.68407, -0.31870], [-0.00485, 3.04121, -0.60811], [2.61445, 1.74708, -1.48453], [1.50214, 2.65899, -2.56523], [-0.29487, -0.31819, -3.00841], [0.26117, 1.18962, -3.83469], [-2.23627, 1.08316, -3.02210], [-1.30936, 2.55519, -2.62016], [-3.61028, 1.30890, -0.97099], [-2.73970, 2.80105, -0.54697], [-3.04640, 0.20238, 1.03185], [-3.40923, 1.84843, 1.58059], [-1.57128, -2.72617, 5.02175], [-1.47727, -3.31854, 3.82751], [-0.37897, -4.07927, 3.83142], [-2.53246, -4.12824, 3.69316], [-1.47411, -2.08705, 2.43461], [-2.79177, -1.55097, 2.40083], [-0.36905, -1.22066, 2.71228], [-1.13123, -3.02152, 1.24156], [-1.95253, -2.74531, -0.04410], [-1.37164, -3.40466, -1.16303], [-2.19922, -1.34795, -0.21533], [-3.60813, -3.55311, 0.18688], [-4.11468, -3.84518, -1.01849], [-4.53001, -2.83314, 0.82341], [-3.44085, -4.69842, 0.85761], [2.63898, -1.53023, -1.97174], [2.65844, -1.13438, -0.23924], [3.26020, -0.22210, -0.19633], [3.26338, -1.94459, 0.18136]], "forces_ev_per_angstrom": [[9.3, 7.4, -5.0], [0.6, 0.2, 0.0], [-0.2, -0.1, 0.0], [-0.4, 0.0, -0.2], [0.2, -0.3, -0.3], [0.1, -0.1, 0.4], [-0.6, 0.4, 0.2], [-0.1, 0.0, 0.2], [0.5, 0.1, -0.3], [-0.1, -0.4, 0.2], [0.0, 0.3, 0.4], [-0.6, 0.0, -0.5], [0.4, -0.3, 0.0], [0.0, -0.1, 0.1], [0.1, 0.0, -0.1], [0.0, 0.3, 0.1], [0.0, -0.3, 0.1], [-0.2, -0.1, -0.1], [0.0, 0.0, 0.1], [-0.1, 0.2, -0.1], [0.1, 0.0, 0.1], [0.0, 0.2, -0.2], [-0.2, -0.2, 0.1], [0.1, 0.1, 0.0], [-0.1, -0.1, 0.1], [0.0, 0.0, 0.0], [0.0, -0.2, -0.1], [-0.2, 0.3, 0.1], [0.1, 0.0, -0.1], [0.1, 0.3, -0.7], [0.0, -1.0, 0.9], [-0.1, 0.5, -0.3], [0.2, 0.4, -0.3], [-2.8, -1.7, 5.5], [-0.1, 0.2, 0.3], [0.4, 0.3, 2.0], [-0.5, -2.6, 0.7], [-4.0, -3.5, -3.1], [0.4, -0.2, 0.3], [-1.6, 0.6, -0.8], [-1.4, -0.9, 0.0], [0.5, 0.2, 0.2], [0.6, 0.2, -0.1], [0.2, 0.3, -0.1], [-0.1, -0.7, -1.4], [-0.6, -0.2, 1.3], [-0.1, 0.0, 0.3], [0.1, 0.2, 0.1]], "mulliken_charge": [1.2557, -0.6097, -0.7658, -0.1540, -0.0804, -1.0088, 0.0497, -0.7407, -0.6498, 0.3226, -1.0643, -0.1786, 0.1011, 0.4072, 0.3742, 0.3111, 0.3865, 0.3860, 0.0870, 0.2853, 0.4558, 0.2532, 0.4076, 0.3784, 0.3199, 0.4672, 0.3574, 0.0824, 0.3520, -0.1998, 0.4985, -0.2072, -0.2095, 1.3830, -0.5174, -0.7617, -0.8657, 1.0620, -0.5701, -0.7246, 0.6075, -0.2040, -0.1852, -0.1964, -0.2786, -0.8670, 0.1209, 0.3270]}